No. 1
50
Properties=species:S:1:pos:R:3:mulliken_charge:R:1 method="wB97M-V/def2-TZVPD" homo_energy_ha="-0.020 / -0.083" s_squared=0.776 multiplicity=2 total_charge=-2 orbital_gap_ev="5.3 / 7.0" lumo_ev="4.778 / 4.778"
Pd -0.183 0.557 0.280 0.28
C -4.311 0.197 4.014 -0.47
C -3.074 -0.395 3.775 -0.74
C -2.346 -0.083 2.643 -0.14
C -2.837 0.841 1.709 0.51
C -4.088 1.435 1.950 -0.48
C -4.804 1.111 3.089 -0.45
N -2.083 1.135 0.584 0.56
N -2.660 1.931 -0.313 -0.98
C -1.841 2.080 -1.393 0.49
C -2.219 2.864 -2.494 -0.50
C -1.360 3.002 -3.573 -0.34
C -0.120 2.368 -3.576 -0.60
C 0.265 1.583 -2.484 -0.18
C -0.582 1.429 -1.403 -0.01
H -4.880 -0.054 4.902 0.35
H -2.664 -1.115 4.472 0.38
H -1.390 -0.559 2.481 0.21
H -4.469 2.144 1.230 0.37
H -5.767 1.583 3.257 0.31
H -3.185 3.354 -2.479 0.40
H -1.659 3.611 -4.420 0.30
H 0.549 2.483 -4.422 0.36
H 1.232 1.097 -2.470 0.38
N 1.967 -2.745 2.166 -0.15
C 2.633 -1.394 1.990 0.95
C 4.052 -1.518 2.545 -1.95
P 2.740 -0.976 0.142 0.58
O 2.148 -2.361 -0.468 -0.57
O 4.177 -0.847 -0.180 -0.82
O 1.795 0.131 -0.231 -0.55
P 1.586 -0.303 3.132 0.76
O 2.702 0.503 4.002 -0.61
O 0.949 -1.326 4.018 -0.91
O 0.806 0.728 2.390 -0.76
H 1.477 -3.058 1.321 0.20
H 1.297 -2.623 2.961 0.48
H 2.650 -3.456 2.406 0.35
H 4.599 -2.286 1.992 0.57
H 4.031 -1.755 3.613 0.49
H 4.592 -0.587 2.407 0.35
H 1.317 -2.243 -0.951 0.29
H 2.769 1.387 3.621 0.33
F -0.573 -2.603 0.336 -0.63
As -1.073 -4.286 0.315 2.15
F -1.952 -4.053 1.786 -0.48
F 0.361 -4.687 1.266 -0.54
F -1.502 -5.971 0.298 -0.52
F -0.124 -4.506 -1.130 -0.51
F -2.464 -3.890 -0.629 -0.50

No. 2
6
Properties=species:S:1:pos:R:3:mulliken_charge:R:1 method="wB97M-V/def2-TZVPD" homo_energy_ha=-0.309 multiplicity=1 de_lowest_kcal_mol=30.46 orbital_gap_ev=6.8 lumo_ev=-1.643
C 1.303 -0.030 -0.161 -0.32
P 0.587 -1.381 0.473 0.17
S -2.189 -0.866 0.003 -0.34
I -2.766 1.387 0.254 0.06
H 2.395 0.016 -0.080 0.27
H 0.669 0.874 -0.490 0.16

No. 3
22
Properties=species:S:1:pos:R:3:mulliken_charge:R:1 method="wB97M-V/def2-TZVPD" homo_energy_ha=-0.308 multiplicity=1 de_lowest_kcal_mol=71.66 orbital_gap_ev=8.1 smiles="C=CC[C@@H](C=C)C(=S)SC" lumo_ev=-0.263
C -1.587 -0.811 2.999 -0.91
C -0.252 1.985 -2.268 -0.78
C -0.616 -0.518 2.143 0.00
C 0.017 1.693 -1.013 -0.39
C 1.530 0.089 -0.264 -0.03
C 1.011 -2.233 -1.800 -0.71
C -0.687 0.666 1.259 -0.72
C -0.203 0.456 -0.207 0.09
S 2.487 0.689 0.880 -0.18
S 2.262 -0.924 -1.497 -0.01
H -1.502 -1.501 3.752 0.31
H -2.499 -0.296 3.231 0.27
H 0.077 2.934 -2.694 0.26
H -0.572 1.230 -2.976 0.24
H 0.395 -0.999 2.308 0.20
H 0.361 2.527 -0.348 0.18
H 1.702 -3.092 -2.097 0.31
H 0.462 -2.054 -2.672 0.26
H 0.342 -2.187 -0.887 0.24
H -1.742 0.924 1.148 0.43
H -0.193 1.609 1.820 0.24
H -0.794 -0.186 -0.814 0.69

> Look up the multiplicity of the third one.

1

> The highest multiplicity belongs to which entry?

C14H17AsF6N3O6P2Pd

> What is the multiplicity in the second record?

1